Entry 1:
Formula: C24H50BCl2CsF4MgO11P2
Source: the Open Molecules 2025 dataset
Level of theory: ωB97M-V with the def2-TZVPD basis set

Summary:
E_LUMO in eV: -0.426
Calculated total energy in eV: -109373.9230
Frontier orbital gap in eV: 1.22
Total charge: -2

Element x y z (Å)
C 1.22153 -1.23364 2.41364
C 1.13716 -0.18768 3.54419
P 0.29590 1.38275 3.11550
C 1.55581 2.39010 2.21160
C 2.55347 1.64929 1.32307
B -1.38861 1.01643 2.05999
O -2.54586 1.69165 2.74978
C -3.57785 0.74087 2.89594
C -4.38359 1.00144 4.19539
C -4.52576 0.81114 1.70186
C -4.72013 2.17688 1.04607
C -4.89755 3.38031 1.96795
C -6.04603 2.05289 0.21329
C -2.74539 -0.57188 2.98643
C -2.14658 -0.69494 4.39723
P -3.48592 -2.27794 2.69156
C -4.85415 -2.48858 3.93408
C -4.41385 -2.34501 1.11748
C -4.70084 -3.79682 0.73190
O -1.75879 -0.39418 2.03313
H 2.07786 -1.89724 2.54759
H 1.31707 -0.76087 1.44282
H 0.31265 -1.82766 2.33965
H 0.66776 -0.64781 4.40704
H 2.15016 0.06695 3.86688
H 1.00847 3.11427 1.61049
H 2.13401 2.93360 2.95888
H 3.29673 2.32477 0.88341
H 2.06465 1.11315 0.51811
H 3.09910 0.91427 1.90882
H -1.33977 1.47462 0.88745
H -3.86740 1.76547 4.76654
H -4.54724 0.09555 4.76412
H -5.36310 1.36083 3.89118
H -4.10265 0.18190 0.92147
H -5.48614 0.36568 1.96989
H -3.91492 2.33912 0.33481
H -5.28314 4.21841 1.38902
H -3.92681 3.70800 2.32866
H -5.57504 3.22139 2.79728
H -5.87815 1.98354 -0.84769
H -6.65468 1.21814 0.53606
H -6.64641 2.93685 0.41740
H -1.39945 -1.47962 4.38797
H -2.88788 -0.99106 5.13605
H -1.74129 0.25767 4.73550
H -5.23229 -3.49233 3.75320
H -5.70689 -1.80865 3.83443
H -4.45039 -2.48491 4.94081
H -3.85145 -1.82086 0.35370
H -5.35827 -1.80588 1.24471
H -3.86037 -4.41923 1.02118
H -4.87346 -3.85502 -0.33937
H -5.60325 -4.12473 1.24323
O 0.29745 2.38113 -1.09247
H -0.23739 2.12937 -0.31996
H 1.04880 1.78051 -1.04772
Cs -5.30564 3.04387 -2.49602
Mg -7.03761 1.68282 3.99957
O 1.72030 0.13313 -1.86265
C 2.85215 -0.12301 -2.11805
O 3.86734 0.06621 -1.22021
C 5.12693 -0.20528 -1.83434
C 4.82605 -1.09516 -3.02940
C 3.43125 -0.62438 -3.43319
H 5.56102 0.75172 -2.13461
H 5.79298 -0.67850 -1.11840
H 5.56904 -1.02347 -3.82088
H 4.78590 -2.13414 -2.70488
H 3.47243 0.21972 -4.12679
H 2.81356 -1.41200 -3.85221
C 8.95925 -0.49009 -7.82180
C 8.70616 -1.96261 -7.61688
O 9.14402 -2.45591 -6.32531
C 8.36208 -2.22646 -5.31710
O 7.32034 -1.62312 -5.30616
C 8.93199 -2.88211 -4.03805
F 10.23125 -2.67688 -3.89954
F 8.71182 -4.20857 -4.07402
F 8.30837 -2.39393 -2.95567
H 10.02630 -0.22122 -7.67340
H 8.65577 -0.22225 -8.83814
H 8.37176 0.10284 -7.11615
H 9.26709 -2.55238 -8.33701
H 7.64710 -2.19979 -7.73526
F -1.47979 -2.44503 0.74776
Cl 11.94141 -0.59531 -6.75284
O 5.37424 2.47909 -3.59974
H 4.67515 2.71263 -2.93050
H 6.27727 2.49192 -3.19658
H 5.32561 3.06301 -4.39506
Cl -8.99606 3.10504 1.73438
C -11.36734 0.44038 3.37965
O -11.02450 -0.07658 4.46367
O -11.87362 1.59883 3.27953
O -11.23119 -0.13541 2.25511

***

Entry 2:
Formula: C24H50Br2F6IN6O6P3Si2
Source: the Open Molecules 2025 dataset
Level of theory: ωB97M-V with the def2-TZVPD basis set

Summary:
E_LUMO in eV: 0.119
Calculated total energy in eV: -255044.5545
Frontier orbital gap in eV: 8.01

Element x y z (Å)
C -6.10340 -5.39962 3.98892
C -4.56296 -5.51390 3.82846
Br -3.79539 -4.53746 5.32863
C -4.14548 -4.91705 2.47281
Br -4.66221 -3.04544 2.40219
Si -2.32259 -5.13131 1.99068
C -1.83736 -6.94079 1.83966
P -1.85165 -7.93989 3.33422
O -1.93305 -7.16957 4.57869
O -0.49613 -8.79921 3.30623
O -3.02528 -9.00857 3.19219
O -1.43330 -4.22361 3.04712
Si 0.14131 -4.46907 3.41627
F 0.64844 -3.14153 4.12370
I 1.58920 -4.80890 1.50675
C -2.20097 -4.45075 0.16444
F -1.68474 -5.45538 -0.62983
F -3.47948 -4.23083 -0.31518
C -1.40228 -3.18752 -0.03890
C -0.53988 -3.11189 -1.12351
C 0.22650 -1.98655 -1.33708
C 0.15628 -0.90340 -0.47808
C -0.73348 -0.96337 0.58567
C -0.90877 0.16167 1.57114
F -2.12605 0.15424 2.14488
F -0.01574 0.00150 2.58660
F -0.69091 1.37696 1.05592
C -1.50329 -2.09313 0.79926
H -6.60941 -5.35685 3.02832
H -6.43260 -6.25738 4.57531
H -6.34355 -4.53694 4.60115
H -4.33548 -6.57238 3.89558
H -4.72127 -5.44914 1.71281
H -0.87469 -7.08659 1.34974
H -2.57521 -7.38011 1.15996
H 0.13317 -8.34807 3.88475
H -2.72632 -9.79839 2.72171
H 0.26327 -5.53420 4.40968
H -0.43465 -3.93763 -1.81073
H 0.91094 -1.93838 -2.17181
H 0.78759 -0.04023 -0.63790
H -2.16376 -2.12522 1.65213
O 4.35012 0.38965 -0.62832
P 4.37924 1.44055 0.44145
N 4.04467 2.84546 -0.49995
C 4.99358 3.63846 -1.24942
C 2.70644 2.82000 -1.07320
N 6.01762 1.21820 0.99574
C 7.10050 2.12244 0.66604
C 6.48665 -0.16498 0.93962
N 3.90474 2.24445 1.84370
C 3.92386 3.67391 2.06887
C 3.70253 1.42237 3.03552
H 4.54631 4.60789 -1.48441
H 5.31465 3.16797 -2.18994
H 5.87890 3.87170 -0.66142
H 1.95381 3.20188 -0.37048
H 2.42383 1.79905 -1.34444
H 2.64144 3.41372 -1.98211
H 7.27192 2.20815 -0.41527
H 8.02551 1.76240 1.12022
H 6.94177 3.11896 1.08509
H 6.84842 -0.44642 -0.05781
H 5.69275 -0.85785 1.21109
H 7.29857 -0.29995 1.65831
H 4.86691 4.13473 1.76845
H 3.79423 3.86591 3.13465
H 3.11311 4.18804 1.54900
H 4.61245 1.37258 3.64529
H 3.42650 0.40348 2.75783
H 2.88712 1.80985 3.64817
O -0.04486 3.11249 -2.92010
P -1.11012 4.10233 -3.27697
N -2.19613 3.82541 -1.98490
C -3.19277 2.77980 -1.91257
C -1.61706 4.23928 -0.71056
N -1.53811 3.50924 -4.85743
C -2.76304 2.78329 -5.13211
C -0.42540 2.91204 -5.59469
N -1.70440 5.64161 -3.58691
C -3.03765 6.12032 -3.28740
C -0.90797 6.49141 -4.46687
H -3.91679 3.02345 -1.13095
H -2.77213 1.78699 -1.69829
H -3.77639 2.71769 -2.82831
H -1.82815 5.30028 -0.52237
H -0.53332 4.09645 -0.68801
H -2.02967 3.66568 0.11791
H -2.85204 1.85813 -4.54801
H -2.79522 2.51162 -6.18864
H -3.64914 3.40094 -4.96508
H -0.24806 1.86579 -5.31480
H 0.49766 3.46133 -5.42134
H -0.63726 2.95769 -6.66546
H -3.81588 5.42569 -3.60923
H -3.20406 7.05999 -3.81458
H -3.17895 6.31985 -2.22326
H -1.23410 6.40393 -5.50976
H 0.14626 6.21242 -4.41982
H -0.96877 7.53809 -4.16433

***

Entry 3:
Formula: C24H50Cl2MnP2Si2
Source: the Open Molecules 2025 dataset
Level of theory: ωB97M-V with the def2-TZVPD basis set

Summary:
Spin multiplicity: 4
E_LUMO (spin up / spin down) in eV: -0.601 / -0.620
Calculated total energy in eV: -116398.7252
Frontier orbital gap (spin up / spin down) in eV: 5.86 / 6.27

Element x y z (Å)
Mn 0.48626 0.45579 -0.14982
C -0.85866 -2.29108 1.34700
C 0.14209 -2.48572 0.38291
C 1.19576 -1.53129 0.58260
Si -0.17099 -3.63473 -1.08904
C 0.80675 -0.71980 1.71928
C -0.46741 -1.21428 2.15696
Si -1.70265 -0.44124 3.36530
H -1.77948 -2.81517 1.40709
H 2.22154 -1.65179 0.26594
H 1.51600 -0.17845 2.32986
Cl 1.79553 2.37205 -1.08121
C -3.32180 -1.39734 3.44035
C -0.95294 -0.37917 5.09397
C -1.81665 -4.53568 -0.95145
C 1.21361 -4.90597 -1.21816
H -0.75661 -1.41213 5.42635
H -1.66653 0.09066 5.79163
H -0.01384 0.19846 5.12231
H -3.81860 -1.36863 2.45869
H -4.01632 -0.91747 4.14905
H -3.18482 -2.44228 3.76610
H 1.22892 -5.49720 -0.28747
H 2.20033 -4.43830 -1.37242
H 1.01978 -5.58159 -2.06792
H -1.87811 -5.17073 -0.05208
H -1.97131 -5.18580 -1.82769
H -2.64485 -3.81112 -0.95949
C -2.06127 1.27522 2.62469
C -0.26697 -2.45273 -2.58010
P -0.64978 2.00975 1.76175
H -2.41534 1.89029 3.46240
H -2.89075 1.09712 1.91904
P 0.79490 -0.99463 -2.43366
H -1.32767 -2.15021 -2.61698
H -0.03129 -3.06815 -3.45817
C 0.52003 -0.03840 -3.95947
C 2.48661 -1.65755 -2.58803
C 0.52972 2.40904 3.09112
C -1.23964 3.62033 1.14692
C -1.58498 3.56951 -0.34243
H -0.36610 4.26776 1.24724
C -2.39949 4.23168 1.92901
H -3.29552 3.60598 1.88019
H -2.64501 5.21837 1.52015
H -2.16421 4.37333 2.97905
H -0.69767 3.31961 -0.92560
H -1.93023 4.54457 -0.70072
H -2.38181 2.84874 -0.55685
H 0.76664 1.46004 3.56931
C 0.03265 3.35262 4.17211
C 1.83299 2.95450 2.51007
H -0.86695 3.01287 4.66127
H -0.17417 4.34176 3.77343
H 0.78391 3.45267 4.95851
H 2.29447 2.30601 1.76584
H 2.58355 3.12019 3.29242
H 1.67867 3.91702 2.01555
H 2.60748 -2.35318 -1.75900
C 3.51994 -0.54908 -2.39509
C 2.79924 -2.41525 -3.86762
H 2.13338 -3.24489 -4.05265
H 3.80408 -2.84132 -3.81585
H 2.75234 -1.76435 -4.73702
H 3.40128 0.01100 -1.46832
H 3.47107 0.18669 -3.20189
H 4.54116 -0.94839 -2.39331
C -0.41856 1.14520 -3.72556
C 0.04378 -0.84823 -5.16300
H 1.50436 0.37692 -4.18285
H -0.93254 -1.30681 -4.98165
H 0.72952 -1.64722 -5.42637
H -0.03937 -0.19746 -6.04080
H -1.40734 0.82532 -3.38015
H -0.57068 1.71676 -4.64621
H 0.01769 1.83274 -3.00068
C 3.31774 3.61959 -1.41840
H 4.23195 3.29167 -0.86154
H 3.49834 3.60327 -2.52119
H 2.99478 4.63710 -1.08524
Cl -1.86551 -0.00504 -0.63608

***

What is the formula in the third record?
C24H50Cl2MnP2Si2